(1)
C4H9NO | ωB97M-V/def2-TZVPD

```
15
Properties=species:S:1:pos:R:3:mulliken_spin:R:1
O 1.9701 -1.4814 -0.0029 0.309
C 1.0617 -2.3998 0.1720 0.661
H 1.2969 -3.3378 0.6914 0.034
H 0.0360 -2.2679 -0.1949 -0.018
C -1.6116 1.8033 0.7283 -0.005
C -0.7324 0.9630 -0.1545 0.038
C -1.2221 0.3483 -1.2364 0.002
N 0.5977 0.9423 0.2100 -0.032
H -1.3980 2.8717 0.6196 -0.001
H -1.4465 1.5633 1.7827 -0.004
H -2.6606 1.6464 0.4827 -0.002
H -0.6020 -0.2864 -1.8542 0.004
H -2.2632 0.4707 -1.5038 0.000
H 0.7668 0.9668 1.2044 0.007
H 1.1712 0.2023 -0.2180 0.008
```

Properties
- Total energy: -7829.8872 eV
- Energy above the lowest of the compared OMol25 structures with the same formula, charge and spin: 1.34 kcal/mol
- Net charge: -1
- Multiplicity: 2
- Maximum force: 0.00974 Eh/bohr
- HOMO level (spin up / spin down): 0.057 / -3.098 eV
- ⟨S²⟩: 0.7536
- M: 87.1 g/mol
- Gap between HOMO and LUMO (spin up / spin down): 3.84 / 6.97 eV

=====

(2)
C4H7N4 | ωB97M-V/def2-TZVPD

```
15
Properties=species:S:1:pos:R:3:mulliken_charge:R:1
N 3.0184 -0.9553 0.3636 -0.493
C 2.0030 -0.3810 -0.4093 -0.151
C 0.9646 0.6895 0.2710 -0.348
N -0.5083 0.3363 0.1040 0.081
C -1.5970 1.4155 0.0656 -0.016
N -2.9295 0.6856 -0.0800 -0.363
N -2.6522 -0.6993 -0.0995 0.077
C -1.1680 -1.0245 0.0040 -0.071
H 3.5865 -1.6092 -0.2277 0.289
H 2.0096 -0.7072 -1.5511 0.321
H 1.1680 0.6467 1.4466 0.282
H 1.2204 1.7950 -0.0473 0.355
H -1.4945 2.5789 0.1449 0.355
H -3.3755 -1.4737 -0.1622 0.295
H -0.5929 -2.0430 0.0385 0.387
```

Properties
- Total energy: -10209.1131 eV
- Energy above the lowest of the compared OMol25 structures with the same formula, charge and spin: 140.89 kcal/mol
- SMILES: [H]/N=C/Cn1cn[nH+]c1
- Net charge: +1
- Maximum force: 0.13134 Eh/bohr
- HOMO level: -14.319 eV
- M: 111.1 g/mol
- Gap between HOMO and LUMO: 9.38 eV

=====

(3)
C63H54F9IN2O2P | ωB97M-V/def2-TZVPD

```
132
Properties=species:S:1:pos:R:3:mulliken_charge:R:1
C -0.1267 2.5510 2.3675 0.421
C -0.3130 1.5312 1.7641 -1.369
N -0.0416 0.3059 1.1291 0.571
C 0.1833 0.3545 -0.2063 -0.393
C 0.5038 -0.8001 -0.9328 0.743
P 0.8072 -0.8250 -2.7875 0.273
N 1.2385 0.7638 -3.2951 -0.348
O 2.1581 -1.7787 -3.0108 -0.478
C 0.5880 -2.0423 -0.2178 -0.967
C 0.3148 -2.0344 1.1797 -0.429
C -0.0008 -0.8380 1.8615 0.769
C -0.2789 -0.8638 3.3637 -0.754
C 1.0412 -0.9901 4.1986 0.110
O 1.6420 -0.0363 4.5509 -0.316
I 1.8195 -2.9330 4.7936 0.049
H 0.0163 3.4115 3.0191 0.543
H 0.1107 1.3252 -0.7184 0.533
H 0.5635 1.4514 -2.9494 0.197
H 1.1490 0.8310 -4.3125 0.225
H 1.8635 -2.6929 -3.1381 0.343
H 0.8521 -2.9513 -0.7730 0.317
H 0.3839 -2.9997 1.7078 0.343
H -0.7725 0.0651 3.7202 0.366
H -0.9738 -1.7000 3.5851 0.253
F 2.6734 2.0599 11.5194 -0.308
C 2.5082 1.4112 10.3558 0.191
C 2.7786 2.0694 9.1707 -0.396
C 2.6122 1.3964 7.9685 -0.459
C 2.1685 0.0800 7.9654 0.002
C 1.8961 -0.5669 9.1641 -0.495
C 2.0717 0.0999 10.3685 -0.316
H 3.1159 3.0978 9.1937 0.411
H 2.8280 1.8983 7.0334 0.405
H 2.0357 -0.4406 7.0256 0.159
H 1.5465 -1.5919 9.1611 0.369
H 1.8730 -0.3901 11.3130 0.424
F -0.1665 2.1494 -6.2835 -0.248
C 0.2859 3.3628 -5.8943 0.073
C 1.3242 3.9538 -6.5878 -0.439
C 1.7833 5.2011 -6.1868 -0.444
C 1.2070 5.8351 -5.0928 -0.626
C 0.1677 5.2258 -4.4022 -0.413
C -0.3004 3.9838 -4.8082 -0.129
H 1.7666 3.4407 -7.4326 0.443
H 2.5910 5.6781 -6.7268 0.383
H 1.5697 6.8060 -4.7792 0.392
H -0.2792 5.7173 -3.5473 0.421
H -1.1149 3.4980 -4.2884 0.599
F -1.8719 5.0646 2.7245 -0.249
C -1.6647 5.9376 3.7366 0.400
C -0.3799 6.3727 3.9998 -0.304
C -0.1678 7.2722 5.0361 -0.505
C -1.2396 7.7151 5.7997 -0.477
C -2.5248 7.2644 5.5252 -0.337
C -2.7411 6.3736 4.4833 -0.467
H 0.4451 6.0104 3.3975 0.445
H 0.8327 7.6268 5.2477 0.367
H -1.0724 8.4133 6.6100 0.379
H -3.3593 7.6071 6.1233 0.365
H -3.7365 6.0182 4.2491 0.408
F 6.4475 4.0096 0.7060 -0.317
C 5.6849 3.1447 0.0187 0.204
C 4.4384 2.8060 0.5094 -0.646
C 3.6490 1.9151 -0.2050 0.220
C 4.1176 1.3670 -1.3926 -0.137
C 5.3747 1.7135 -1.8703 -0.579
C 6.1626 2.6122 -1.1643 -0.470
H 4.0937 3.2372 1.4410 0.473
H 2.6661 1.6475 0.1665 0.155
H 3.5013 0.6686 -1.9459 0.274
H 5.7419 1.2835 -2.7934 0.403
H 7.1413 2.9008 -1.5254 0.435
F -1.9620 -3.5059 2.8116 -0.215
C -2.4104 -4.6260 2.1888 0.317
C -3.6828 -4.6371 1.6542 -0.457
C -4.1366 -5.7820 1.0131 -0.450
C -3.3169 -6.9010 0.9250 -0.410
C -2.0411 -6.8741 1.4728 -0.574
C -1.5808 -5.7265 2.1052 -0.246
H -4.3097 -3.7582 1.7401 0.415
H -5.1297 -5.8019 0.5828 0.365
H -3.6739 -7.7936 0.4292 0.430
H -1.4041 -7.7470 1.4080 0.385
H -0.5853 -5.6838 2.5317 0.434
F -2.0562 4.0471 -2.3081 -0.261
C -3.3823 3.7830 -2.2965 0.368
C -4.2035 4.4174 -3.2072 -0.235
C -5.5638 4.1419 -3.1984 -0.532
C -6.0850 3.2454 -2.2738 -0.477
C -5.2466 2.6194 -1.3612 -0.504
C -3.8842 2.8850 -1.3750 -0.396
H -3.7796 5.1190 -3.9148 0.472
H -6.2174 4.6267 -3.9119 0.372
H -7.1471 3.0352 -2.2656 0.378
H -5.6538 1.9241 -0.6381 0.370
H -3.2131 2.4002 -0.6762 0.462
F -3.5407 -9.0326 -1.1834 -0.315
C -4.1673 -9.0067 -2.3797 0.457
C -3.4385 -9.2442 -3.5285 -0.429
C -4.0845 -9.2220 -4.7568 -0.391
C -5.4459 -8.9528 -4.8206 -0.519
C -6.1637 -8.7113 -3.6567 -0.379
C -5.5223 -8.7435 -2.4261 -0.332
H -2.3768 -9.4444 -3.4587 0.402
H -3.5263 -9.4141 -5.6641 0.362
H -5.9474 -8.9318 -5.7801 0.371
H -7.2238 -8.4979 -3.7070 0.360
H -6.0671 -8.5665 -1.5071 0.403
F 9.1828 -3.5871 4.7322 -0.308
C 8.0711 -2.8366 4.6743 0.235
C 8.0901 -1.6538 3.9591 -0.386
C 6.9388 -0.8813 3.8958 -0.435
C 5.7880 -1.2947 4.5556 -0.416
C 5.7858 -2.4832 5.2743 -0.251
C 6.9321 -3.2635 5.3308 -0.506
H 8.9988 -1.3448 3.4586 0.413
H 6.9392 0.0436 3.3326 0.433
H 4.8905 -0.6881 4.5091 0.429
H 4.8892 -2.8019 5.7917 0.355
H 6.9469 -4.1970 5.8788 0.415
F -3.0925 -2.1946 -7.7159 -0.307
C -2.6506 -1.2111 -8.5224 0.382
C -1.7396 -0.2949 -8.0332 -0.557
C -1.2801 0.7161 -8.8657 -0.161
C -1.7448 0.8041 -10.1721 -0.615
C -2.6644 -0.1217 -10.6484 -0.318
C -3.1173 -1.1400 -9.8209 -0.455
H -1.3954 -0.3752 -7.0096 0.517
H -0.5617 1.4342 -8.4961 0.347
H -1.3888 1.5960 -10.8195 0.374
H -3.0294 -0.0506 -11.6651 0.368
H -3.8272 -1.8756 -10.1769 0.408
```

Properties
- Total energy: -115119.6356 eV
- Net charge: +1
- Maximum force: 0.04740 Eh/bohr
- HOMO level: -10.612 eV
- M: 1200.0 g/mol
- Gap between HOMO and LUMO: 6.12 eV

=====

(4)
C5H5NO2 | ωB97M-V/def2-TZVPD

```
13
Properties=species:S:1:pos:R:3:mulliken_charge:R:1
C 1.1639 -0.3557 -0.0438 0.483
C 1.2214 1.0400 -0.0104 -0.394
C -0.0367 1.6890 0.0615 -0.372
C -1.2107 -0.2097 0.0261 0.525
C -0.0708 -1.0140 -0.0110 -0.339
H 2.9697 -0.5582 0.4947 0.320
H 2.1989 1.5674 -0.0429 0.326
H -0.1312 2.7987 0.0821 0.355
H -2.4159 -1.7936 -0.0392 0.320
H -0.0332 -2.0272 0.2501 0.337
N -1.2314 1.1120 -0.0702 -0.532
O 2.3536 -1.0034 -0.0633 -0.524
O -2.4001 -0.8300 0.0147 -0.505
```

Properties
- Total energy: -10850.6324 eV
- Energy above the lowest of the compared OMol25 structures with the same formula, charge and spin: 15.74 kcal/mol
- SMILES: Oc1ccnc(O)c1
- Net charge: 0
- Maximum force: 0.05063 Eh/bohr
- HOMO level: -9.067 eV
- M: 111.1 g/mol
- Gap between HOMO and LUMO: 9.74 eV